[1]
The following is a quantum chemistry calculation of a molecular structure, C24H27N9O4ReS, from the OMol25 dataset.

Values from the calculation:
* Kohn-Sham gap (spin up / spin down): 6.660 / 6.207 eV
* multiplicity: 2
* expectation value of S²: 0.759
* ΔE to the lowest compared entry with this formula, charge and spin: 0.0 kJ/mol
* HOMO energy (spin up / spin down): -6.60 / -6.59 eV
* strongest force on any atom: 2.1 eV/Å

Each line ends with the Mulliken spin population.
Cartesian coordinates (Å):
Re -0.03 0.12 0.08  0.66
S -1.31 -1.75 1.20  0.00
O -0.88 1.14 -1.41  0.06
O 1.83 -0.41 -0.91  0.01
O 0.91 -3.00 -1.18  0.00
O 1.06 -1.65 3.32  0.01
N 0.98 1.78 0.69  0.08
N -3.00 -0.65 -1.47  0.00
N 2.82 -2.60 2.24  0.00
N -2.26 -1.48 3.71  0.00
N -0.88 -1.58 -1.42  0.01
N -2.01 0.44 2.49  0.01
N -0.43 -3.37 -2.94  0.00
N 1.47 -1.01 1.15  0.02
N -1.64 0.93 1.24  -0.03
C -2.22 2.05 0.98  0.02
C -1.57 2.28 -1.41  0.01
C -2.10 -1.48 -1.98  -0.01
C -1.62 -3.19 -3.55  0.00
C 2.31 3.58 0.48  0.02
C 0.52 -4.39 -3.39  0.00
C 3.45 -1.88 0.07  0.00
C 1.27 2.26 1.97  -0.01
C -2.49 -2.28 -3.09  0.00
C -2.96 4.71 -1.51  0.01
C 0.76 1.67 3.25  0.01
C 2.07 3.36 1.87  0.04
C -2.18 2.79 -0.26  0.03
C 3.65 -2.63 1.16  0.01
C 1.71 -1.73 2.30  0.00
C 2.26 -1.10 0.08  0.03
C -2.39 4.17 -2.66  0.00
C -2.86 4.02 -0.33  0.01
C -0.08 -2.65 -1.78  -0.01
C -1.87 -0.84 2.56  0.01
C 1.66 2.62 -0.22  0.01
C 1.68 2.48 -1.73  0.00
C -1.72 2.97 -2.62  0.00
C 3.05 -3.50 3.36  0.00
H -2.47 4.70 -3.60  0.00
H 4.11 -3.58 3.56  0.00
H -3.47 5.66 -1.54  0.00
H -2.31 -0.89 4.52  0.00
H 0.07 -4.94 -4.21  0.00
H -0.28 1.94 3.44  0.00
H 2.55 -3.10 4.23  0.00
H 1.53 1.46 -2.07  0.00
H 0.75 -5.07 -2.57  0.00
H 0.92 3.10 -2.19  0.00
H -3.90 -0.54 -1.90  0.00
H 1.45 -3.92 -3.71  0.00
H -1.26 2.53 -3.50  0.00
H -1.82 -2.38 3.85  0.00
H -3.47 -2.17 -3.53  0.00
H 2.65 2.81 -2.09  0.00
H -2.85 2.45 1.77  -0.01
H -3.32 4.40 0.58  0.00
H 4.49 -3.32 1.24  0.00
H 2.44 3.93 2.70  0.00
H 2.92 4.36 0.04  0.00
H 1.36 2.07 4.07  0.00
H 0.81 0.59 3.27  0.00
H 2.64 -4.49 3.15  0.00
H -1.83 -3.82 -4.40  0.00
H -2.78 -0.11 -0.65  0.00
H 4.09 -1.91 -0.79  0.00

***

[2]
The following is a quantum chemistry calculation of C5H10O2 in the gas phase, from the OMol25 dataset.

Values from the calculation:
* Kohn-Sham gap: 10.899 eV
* ΔE to the lowest compared entry with this formula, charge and spin: 241.7 kJ/mol
* HOMO energy: -9.97 eV
* strongest force on any atom: 0.4 eV/Å

Each line ends with the Mulliken charge.
Cartesian coordinates (Å):
O 0.51 -1.30 -0.74  -0.61
O -2.13 -1.16 -0.11  -0.54
C -1.81 -0.17 0.84  -0.47
C 2.00 0.27 0.40  -1.31
C 0.62 0.03 -0.18  1.40
C 0.46 -0.18 -1.62  -0.73
C -0.60 0.70 0.47  -0.96
H -1.33 -1.71 -0.23  0.38
H -0.54 -0.01 -2.03  0.28
H 1.30 0.01 -2.28  0.31
H -1.65 -0.60 1.84  0.29
H -0.93 1.46 -0.26  0.32
H -0.28 1.25 1.36  0.37
H -2.69 0.47 0.90  0.31
H 2.66 0.75 -0.33  0.28
H 2.46 -0.69 0.66  0.31
H 1.98 0.89 1.30  0.37

***

[3]
The following is a quantum chemistry calculation of 4 unconnected molecules or ions with the total composition C2H13NO4, from the OMol25 dataset.

Values from the calculation:
* Kohn-Sham gap: 9.615 eV
* ΔE to the lowest compared entry with this formula, charge and spin: 159.5 kJ/mol
* HOMO energy: -9.13 eV
* strongest force on any atom: 5.4 eV/Å

Each line ends with the Mulliken charge.
Cartesian coordinates (Å):
O 0.69 0.31 -2.46  -0.60
O -0.90 1.18 1.78  -0.60
O 1.25 -0.20 1.22  -0.96
O 2.85 0.55 -0.78  -0.71
N -0.84 -1.00 -0.29  -0.51
C -1.88 0.32 1.37  -0.40
C -1.81 0.10 -0.22  -0.37
H 0.03 0.79 1.87  0.45
H -2.74 -0.09 -0.81  0.36
H 1.12 0.62 -3.24  0.29
H -2.86 0.87 1.65  0.26
H 2.45 0.27 0.06  0.38
H 0.44 -0.37 0.61  0.60
H -1.31 1.00 -0.62  0.20
H 1.38 0.08 -1.94  0.29
H -1.19 -1.92 -0.25  0.15
H 3.65 -0.03 -0.80  0.32
H -1.67 -0.58 1.89  0.31
H 1.42 -0.98 1.88  0.32
H -0.10 -0.91 -0.94  0.22

***

[4]
The following is a quantum chemistry calculation of 9 unconnected molecules or ions with the total composition C54H120N6O9, from the OMol25 dataset.

Values from the calculation:
* Kohn-Sham gap (spin up / spin down): 6.735 / 2.820 eV
* multiplicity: 2
* expectation value of S²: 0.754
* charge: +1
* HOMO energy (spin up / spin down): -9.49 / -9.49 eV
* strongest force on any atom: 4.9 eV/Å

Each line ends with the Mulliken spin population.
Cartesian coordinates (Å):
O -10.97 23.51 -17.79  0.09
O -12.38 15.20 -6.47  0.00
O -16.01 24.80 -6.27  0.00
O -7.59 24.64 -9.40  0.00
O -5.64 23.07 -11.91  0.00
O -8.58 27.60 -9.61  0.00
O -4.27 25.19 -9.71  0.00
O -3.45 17.11 -9.80  0.00
O -8.30 15.15 -12.80  0.00
N -7.84 23.57 -8.53  0.00
N -7.45 16.28 -12.43  0.00
N -10.79 23.88 -16.53  0.73
N -4.38 17.86 -9.13  0.00
N -12.33 16.45 -5.69  0.00
N -15.30 23.77 -6.79  0.00
C -14.04 21.34 -7.39  0.00
C -5.38 17.54 -12.74  0.00
C -14.29 17.54 -6.68  0.00
C -7.45 18.80 -11.96  0.00
C -9.19 17.97 -13.56  0.00
C -15.36 21.67 -8.02  0.00
C -9.88 16.21 -5.39  0.00
C -5.14 20.09 -8.29  0.00
C -10.53 25.66 -14.74  -0.01
C -3.92 19.19 -8.69  0.00
C -11.05 18.43 -4.75  0.00
C -12.92 23.29 -15.35  0.06
C -9.12 22.87 -8.83  0.00
C -11.05 17.24 -5.72  0.00
C -9.91 24.52 -13.87  0.03
C -6.22 16.31 -13.20  0.00
C -6.49 18.09 -7.83  0.00
C -9.03 21.92 -6.37  0.00
C -4.68 16.45 -6.94  0.00
C -6.50 16.41 -14.77  0.00
C -12.37 19.17 -4.78  0.00
C -17.02 22.02 -6.26  0.00
C -8.48 25.00 -6.48  0.00
C -6.13 24.48 -6.88  0.00
C -2.96 19.32 -7.46  0.00
C -14.37 22.77 -4.58  0.00
C -7.58 23.96 -7.10  0.00
C -5.36 17.10 -8.24  0.00
C -8.34 17.56 -12.27  0.00
C -14.58 16.01 -4.67  0.00
C -14.17 23.44 -5.97  0.00
C -10.79 23.26 -14.10  0.00
C -9.17 22.12 -10.18  0.00
C -11.78 26.16 -16.85  0.07
C -7.74 22.68 -6.24  0.00
C -10.75 17.83 -7.12  0.00
C -13.52 18.25 -4.41  0.00
C -11.52 23.02 -15.45  0.00
C -6.12 18.90 -12.79  0.00
C -9.23 25.85 -16.84  0.04
C -17.10 23.34 -8.39  0.00
C -3.24 19.94 -9.85  0.00
C -11.35 21.49 -15.83  0.01
C -9.29 21.66 -7.90  0.00
C -13.66 17.01 -5.44  0.00
C -16.22 22.71 -7.37  0.00
C -10.42 23.82 -8.82  0.00
C -6.28 16.07 -9.10  0.00
C -13.27 24.65 -5.69  0.00
C -9.32 17.43 -11.13  0.00
C -5.42 15.09 -13.05  0.00
C -10.60 25.35 -16.31  -0.02
C -13.27 22.48 -6.91  0.00
C -6.07 19.43 -7.31  0.00
H -11.28 23.41 -9.35  0.00
H -9.17 25.76 -17.93  0.00
H -13.56 22.95 -3.87  0.00
H -5.39 23.90 -7.44  0.00
H -11.90 21.16 -16.71  0.00
H -10.26 21.22 -8.08  0.00
H -11.61 26.56 -17.85  0.00
H -14.43 20.77 -6.55  0.00
H -10.64 18.12 -3.79  0.00
H -8.55 25.10 -16.43  -0.01
H -1.94 19.07 -7.75  0.00
H -8.94 24.21 -14.26  -0.01
H -3.45 17.51 -10.67  0.00
H -7.10 18.91 -10.93  0.00
H -9.12 26.92 -16.68  0.00
H -4.89 21.14 -8.13  0.00
H -7.62 22.92 -5.19  0.00
H -10.30 21.42 -16.12  0.00
H -9.82 18.39 -7.07  0.00
H -6.99 20.00 -7.19  0.00
H -8.58 20.89 -8.22  0.00
H -7.01 17.31 -15.12  0.00
H -3.70 19.84 -10.83  0.00
H -8.08 19.63 -12.28  0.00
H -3.97 25.15 -8.80  0.00
H -17.98 23.82 -7.96  0.00
H -9.91 18.31 -10.89  0.00
H -7.18 15.60 -8.72  0.00
H -15.25 23.16 -4.06  0.00
H -6.03 22.19 -12.00  0.00
H -13.37 17.97 -3.37  0.00
H -8.97 27.44 -8.75  0.00
H -10.23 24.84 -9.17  0.00
H -7.27 18.21 -8.59  0.00
H -16.56 24.13 -8.91  0.00
H -2.74 20.33 -7.14  0.00
H -15.56 25.58 -6.61  0.00
H -3.14 18.66 -6.61  0.00
H -3.60 16.27 -7.02  0.00
H -10.27 19.18 -4.93  0.00
H -14.48 15.03 -5.13  0.00
H -10.25 22.90 -17.97  0.02
H -4.55 17.77 -13.41  0.00
H -9.78 24.77 -12.82  0.00
H -4.70 22.93 -12.02  0.00
H -4.90 24.48 -9.79  0.00
H -11.49 26.04 -14.40  0.00
H -7.01 17.62 -6.99  0.00
H -11.54 23.33 -13.31  0.00
H -5.04 17.34 -11.73  0.00
H -15.86 20.71 -8.10  0.00
H -8.82 16.99 -10.26  0.00
H -6.37 19.09 -13.83  0.00
H -16.35 21.56 -5.53  0.00
H -13.50 22.57 -14.77  0.01
H -10.11 15.80 -4.41  0.00
H -12.80 25.21 -6.50  0.00
H -13.16 23.05 -7.83  0.00
H -8.58 18.43 -14.34  0.00
H -15.07 18.28 -6.53  0.00
H -10.16 16.79 -11.39  0.00
H -5.93 25.46 -7.30  0.00
H -14.38 21.68 -4.57  0.00
H -4.46 15.15 -13.57  0.00
H -13.16 24.25 -14.89  0.00
H -9.95 21.42 -10.48  0.00
H -6.48 16.58 -10.04  0.00
H -17.64 21.34 -6.84  0.00
H -6.92 21.98 -6.38  0.00
H -10.82 24.01 -7.82  0.00
H -13.26 23.15 -16.37  -0.01
H -4.72 17.12 -6.09  0.00
H -7.08 24.25 -10.12  0.00
H -3.11 20.99 -9.59  0.00
H -7.21 15.62 -15.04  0.00
H -8.05 26.82 -9.78  0.00
H -11.43 18.57 -7.56  0.00
H -12.45 19.59 -5.78  0.00
H -10.15 22.44 -13.80  0.00
H -9.83 22.48 -5.89  0.00
H -8.31 21.49 -10.42  0.00
H -9.04 20.92 -5.93  0.00
H -17.61 22.70 -9.10  0.00
H -12.73 15.45 -7.33  0.00
H -2.29 19.44 -10.03  0.00
H -14.73 16.74 -7.27  0.00
H -5.77 15.20 -9.53  0.00
H -5.75 24.43 -5.86  0.00
H -12.30 22.20 -6.48  0.00
H -5.67 16.04 -15.37  0.00
H -15.64 16.22 -4.87  0.00
H -9.76 15.38 -6.09  0.00
H -13.86 25.39 -5.15  0.00
H -8.24 14.66 -11.98  0.00
H -13.43 20.65 -7.97  0.00
H -5.80 20.33 -9.12  0.00
H -10.06 18.59 -13.32  0.00
H -8.99 16.84 -5.34  0.00
H -9.98 26.57 -14.51  0.00
H -5.63 19.30 -6.32  0.00
H -12.08 26.90 -16.11  0.00
H -9.12 22.83 -11.01  0.00
H -8.13 25.61 -5.65  0.00
H -5.11 15.49 -6.65  0.00
H -6.01 14.25 -13.43  0.00
H -5.35 19.60 -12.47  0.00
H -14.47 18.79 -4.35  0.00
H -10.58 17.10 -7.91  0.00
H -5.02 14.86 -12.06  0.00
H -15.22 22.01 -9.05  0.00
H -12.30 20.11 -4.22  0.00
H -8.77 25.80 -7.17  0.00
H -9.65 17.07 -13.97  0.00
H -17.68 22.68 -5.70  0.00
H -12.69 25.58 -17.00  0.00
H -9.44 24.48 -6.44  0.00
H -11.40 20.75 -15.03  0.00
H -13.63 18.03 -7.39  0.00
H -14.48 15.88 -3.60  0.00
H -12.62 24.42 -4.85  0.00

***

[5]
The following is a quantum chemistry calculation of a molecular structure, C19H21Cl3IrN2O6SSi, from the OMol25 dataset.

Values from the calculation:
* Kohn-Sham gap: 6.947 eV
* charge: -1
* ΔE to the lowest compared entry with this formula, charge and spin: 12.3 kJ/mol
* HOMO energy: -4.57 eV
* strongest force on any atom: 0.9 eV/Å

Each line ends with the Mulliken charge.
Cartesian coordinates (Å):
Ir -0.09 0.18 -0.02  0.72
Cl -1.23 5.22 -1.16  -0.11
Cl -3.74 3.99 -0.35  -0.08
Cl -2.81 3.72 -3.08  -0.12
S -2.32 -0.22 1.49  1.13
Si 0.11 0.07 -3.27  -0.03
O 1.01 -1.50 0.73  0.54
O -2.76 -0.98 2.64  -0.69
O -3.27 0.76 0.99  -0.61
O -0.97 0.50 1.83  -0.71
O 1.37 2.64 0.01  -0.63
O -1.85 -1.13 0.37  -0.69
N -1.05 1.67 -0.69  -0.48
N 0.61 -0.69 -1.79  0.82
C 1.83 -4.65 -1.01  -0.85
C -2.31 3.82 -1.37  0.51
C 1.01 -1.98 -1.58  -0.03
C 0.92 -0.57 -4.86  -1.45
C 0.24 -2.25 2.88  0.32
C 0.55 -2.59 4.20  -1.01
C 1.85 -2.54 4.66  -0.42
C 1.65 -4.23 -2.32  -0.97
C 1.22 -2.46 -0.27  1.12
C -1.60 2.61 -1.01  0.34
C 2.88 -2.14 3.81  -1.02
C 1.25 -2.93 -2.60  -0.46
C -1.74 -0.16 -3.53  -0.93
C 2.59 -1.78 2.50  0.27
C 1.28 -1.83 2.07  -0.79
C 0.61 1.89 -3.26  -0.71
C 1.47 1.43 0.01  0.77
C 1.61 -3.75 0.02  -0.72
C 2.87 0.84 0.10  -1.19
H -0.77 -2.29 2.52  0.44
H 0.09 2.42 -4.06  0.29
H 0.53 -1.53 -5.20  0.40
H 2.07 -2.82 5.68  0.39
H -2.31 -0.02 -2.62  0.33
H 2.01 -0.65 -4.77  0.37
H 3.07 0.59 1.15  0.24
H 0.44 2.41 -2.32  0.17
H 1.80 -4.92 -3.14  0.38
H 1.68 1.95 -3.46  0.29
H -2.14 0.50 -4.30  0.37
H 3.37 -1.50 1.81  0.47
H 2.12 -5.67 -0.79  0.39
H 3.59 1.59 -0.22  0.42
H -0.26 -2.90 4.85  0.41
H 3.90 -2.12 4.16  0.38
H 2.97 -0.07 -0.49  0.18
H 1.10 -2.64 -3.62  0.21
H -1.91 -1.19 -3.85  0.26
H 0.71 0.17 -5.64  0.35
H 1.73 -4.06 1.05  0.44

***

Q: Which of these has the lowest strongest force on any atom?
A: C5H10O2

***

Q: The lowest strongest force on any atom belongs to which entry?
A: C5H10O2

***

Q: strongest force on any atom of number 1 (C24H27N9O4ReS)?
A: 2.1 eV/Å